(1)
This record from the Open Molecules 2025 dataset describes a structure of composition C12H27Cl2MnN2OP2. The level of theory is ωB97M-V/def2-TZVPD.

Summary:
- Total energy: -92839.582 eV
- Expectation value of S²: 6.269
- Gap between HOMO and LUMO (spin up / spin down): 4.9 / 7.8 eV
- HOMO energy (spin up / spin down): -14.95 / -14.95 eV
- LUMO energy (spin up / spin down): -10.035 / -7.177 eV
- Total charge: +2
- Multiplicity: 5

Positions of all 47 atoms, in Å:
C (0.889, -0.374, -5.031)
C (0.925, -0.389, -3.562)
H (1.937, -0.263, -5.347)
H (0.251, 0.434, -5.392)
H (0.465, -1.310, -5.413)
O (1.893, -0.462, -2.837)
Cl (-0.755, -0.292, -2.801)
Mn (-0.385, -0.113, -0.251)
P (-0.072, 2.336, -0.418)
C (1.283, 3.191, 0.445)
C (0.336, 2.774, -2.142)
H (0.572, 3.844, -2.173)
H (-1.450, 4.332, -0.211)
H (-0.518, 2.553, -2.791)
H (-2.364, 2.957, -0.916)
H (2.224, 2.941, -0.058)
H (1.216, 2.194, -2.447)
C (-1.642, 3.253, -0.141)
H (1.097, 4.275, 0.408)
H (-2.074, 3.011, 0.839)
H (1.367, 2.863, 1.482)
P (0.252, -2.528, -0.171)
C (1.564, -3.056, 0.961)
C (-1.277, -3.507, 0.135)
H (0.021, -2.954, -2.535)
H (1.060, -4.185, -1.725)
H (1.689, -2.534, -2.070)
C (0.809, -3.118, -1.787)
H (-2.064, -3.134, -0.537)
H (-1.086, -4.574, -0.045)
H (1.579, -4.149, 1.066)
H (1.424, -2.616, 1.955)
H (-1.640, -3.399, 1.167)
H (2.532, -2.705, 0.575)
Cl (-2.650, -0.198, -0.352)
C (-0.442, 2.254, 3.167)
C (-0.573, 0.790, 3.211)
N (-0.487, -0.108, 2.224)
C (-0.673, -1.344, 2.844)
C (-0.816, -1.192, 4.194)
N (-0.786, 0.170, 4.414)
H (-0.847, 2.707, 4.078)
H (0.618, 2.517, 3.111)
H (-0.955, 2.661, 2.295)
H (-0.730, -2.266, 2.293)
H (-0.872, -1.941, 4.969)
H (-0.848, 0.654, 5.321)

***

(2)
This record from the Open Molecules 2025 dataset describes the molecule C17H11F3O3. The level of theory is ωB97M-V/def2-TZVPD.

Summary:
- Total energy: -32103.611 eV
- Gap between HOMO and LUMO: 8.6 eV
- HOMO energy: -9.31 eV
- LUMO energy: -0.732 eV

Positions of all 34 atoms, in Å:
O (3.023, -1.152, 2.098)
C (2.336, -0.501, 1.363)
C (2.711, 0.863, 0.893)
C (3.384, 1.749, 1.726)
C (3.671, 3.025, 1.254)
C (3.300, 3.388, -0.039)
C (2.656, 2.497, -0.889)
C (2.358, 1.228, -0.411)
C (1.636, 0.221, -1.229)
O (1.840, 0.066, -2.408)
C (0.674, -0.602, -0.464)
C (1.027, -0.977, 0.839)
C (0.155, -1.736, 1.602)
C (-1.073, -2.110, 1.064)
C (-1.438, -1.742, -0.230)
C (-2.791, -2.109, -0.802)
C (-3.905, -1.268, -0.150)
C (-3.940, 0.159, -0.608)
F (-5.025, 0.779, -0.083)
F (-4.043, 0.258, -1.930)
F (-2.881, 0.870, -0.215)
C (-0.552, -0.985, -1.006)
O (-0.896, -0.594, -2.271)
H (3.665, 1.423, 2.715)
H (4.169, 3.728, 1.903)
H (3.528, 4.392, -0.366)
H (2.371, 2.772, -1.891)
H (0.401, -2.026, 2.613)
H (-1.751, -2.689, 1.674)
H (-2.797, -1.969, -1.874)
H (-2.986, -3.148, -0.549)
H (-4.863, -1.706, -0.421)
H (-3.833, -1.329, 0.930)
H (-0.134, -0.775, -2.838)

***

(3)
This record from the Open Molecules 2025 dataset describes a structure of composition C32H41MnN7O2S. The level of theory is ωB97M-V/def2-TZVPD.

Summary:
- Total energy: -90530.851 eV
- Expectation value of S²: 1.026
- Gap between HOMO and LUMO (spin up / spin down): 7.6 / 7.3 eV
- HOMO energy (spin up / spin down): -7.26 / -6.94 eV
- LUMO energy (spin up / spin down): 0.331 / 0.311 eV
- Multiplicity: 2

Positions of all 84 atoms, in Å:
Mn (-1.066, -0.546, 0.081)
C (7.427, 1.314, 0.805)
C (6.109, 0.589, 0.861)
C (5.024, 1.014, 0.099)
C (3.807, 0.354, 0.163)
C (3.670, -0.742, 0.999)
C (4.732, -1.179, 1.773)
C (5.946, -0.513, 1.697)
S (2.106, -1.584, 1.045)
O (2.135, -2.456, 2.203)
O (1.968, -2.228, -0.242)
N (0.998, -0.458, 1.140)
C (0.990, 0.423, 2.201)
C (1.920, 0.535, 3.224)
C (1.828, 1.557, 4.186)
C (0.818, 2.475, 4.168)
C (-0.187, 2.368, 3.181)
C (-1.283, 3.257, 3.109)
C (-2.240, 3.071, 2.157)
C (-2.126, 1.977, 1.281)
N (-1.111, 1.140, 1.300)
C (-0.121, 1.332, 2.225)
H (7.432, 2.064, 0.015)
H (8.248, 0.620, 0.622)
H (7.632, 1.820, 1.751)
H (5.132, 1.879, -0.545)
H (2.953, 0.704, -0.406)
H (4.594, -2.028, 2.429)
H (6.780, -0.852, 2.300)
H (2.731, -0.170, 3.295)
H (2.589, 1.609, 4.955)
H (0.759, 3.267, 4.903)
H (-1.350, 4.070, 3.821)
H (-3.097, 3.725, 2.076)
H (-2.902, 1.760, 0.560)
C (-1.830, 2.768, -3.096)
N (-2.195, 1.476, -2.548)
C (-2.152, 0.463, -3.583)
C (-3.523, 1.547, -1.977)
C (-4.004, 0.339, -1.190)
C (-5.385, 0.141, -1.307)
C (-6.061, -0.812, -0.567)
C (-5.322, -1.592, 0.302)
C (-3.947, -1.406, 0.387)
C (-3.195, -0.451, -0.332)
H (-2.562, 3.125, -3.842)
H (-0.853, 2.707, -3.575)
H (-1.771, 3.508, -2.295)
H (-2.864, 0.680, -4.400)
H (-2.413, -0.506, -3.157)
H (-1.150, 0.406, -4.010)
H (-4.257, 1.743, -2.781)
H (-3.561, 2.435, -1.333)
H (-5.944, 0.760, -2.002)
H (-7.130, -0.942, -0.674)
H (-5.802, -2.350, 0.911)
H (-3.441, -2.075, 1.069)
N (-1.281, -1.986, 1.815)
C (-1.244, -3.468, 1.731)
C (-1.706, -4.052, 0.404)
C (-0.859, -3.632, -0.785)
N (-1.191, -2.254, -1.198)
H (-0.474, -1.699, 2.356)
H (-2.093, -1.685, 2.343)
H (-1.841, -3.905, 2.538)
H (-0.210, -3.769, 1.902)
H (-2.755, -3.809, 0.212)
H (-1.654, -5.140, 0.498)
H (-1.030, -4.328, -1.613)
H (0.194, -3.659, -0.523)
H (-2.184, -2.215, -1.414)
H (-0.707, -2.027, -2.059)
C (1.264, -1.318, -3.123)
C (1.141, 0.018, -2.473)
N (0.376, 0.383, -1.468)
C (0.639, 1.722, -1.257)
C (1.577, 2.163, -2.131)
N (1.880, 1.071, -2.911)
H (1.234, -2.103, -2.372)
H (2.225, -1.394, -3.633)
H (0.478, -1.470, -3.868)
H (0.135, 2.277, -0.488)
H (2.041, 3.123, -2.268)
H (2.564, 1.028, -3.646)

***

(4)
This record from the Open Molecules 2025 dataset describes a structure of composition C47H45BBrFeIN7O. The level of theory is ωB97M-V/def2-TZVPD.

Summary:
- Total energy: -175154.289 eV
- Expectation value of S²: 6.008
- Gap between HOMO and LUMO (spin up / spin down): 8.4 / 8.2 eV
- HOMO energy (spin up / spin down): -10.60 / -10.59 eV
- LUMO energy (spin up / spin down): -2.209 / -2.419 eV
- Total charge: +1
- Multiplicity: 5

Positions of all 104 atoms, in Å:
Fe (0.414, 0.249, 0.106)
C (2.174, 5.052, 2.088)
C (1.119, 4.045, 1.758)
C (-0.251, 4.154, 1.881)
C (-0.771, 2.926, 1.450)
N (0.233, 2.132, 1.062)
N (1.384, 2.824, 1.265)
B (2.757, 2.170, 0.983)
N (2.868, 0.862, 1.787)
N (2.079, -0.200, 1.487)
C (2.469, -1.199, 2.278)
C (3.493, -0.763, 3.129)
C (3.728, 0.548, 2.774)
C (4.727, 1.511, 3.330)
C (1.902, -2.561, 2.184)
C (1.428, -3.065, 0.974)
C (0.900, -4.344, 0.885)
C (0.853, -5.153, 2.016)
C (1.345, -4.672, 3.221)
C (1.868, -3.387, 3.303)
N (2.879, 1.841, -0.519)
N (2.133, 0.844, -1.060)
C (2.434, 0.805, -2.358)
C (3.392, 1.781, -2.657)
C (3.655, 2.413, -1.458)
C (4.600, 3.536, -1.167)
C (1.766, -0.125, -3.284)
C (1.548, -1.452, -2.936)
C (0.916, -2.320, -3.817)
C (0.484, -1.861, -5.054)
C (0.706, -0.536, -5.413)
C (1.351, 0.323, -4.536)
C (-2.205, 2.544, 1.418)
C (-3.138, 3.364, 2.052)
C (-4.489, 3.047, 2.048)
C (-4.938, 1.896, 1.416)
C (-4.021, 1.067, 0.785)
C (-2.675, 1.397, 0.784)
H (1.701, 5.959, 2.460)
H (2.770, 5.310, 1.211)
H (2.859, 4.682, 2.852)
H (-0.790, 5.013, 2.246)
H (3.630, 2.927, 1.302)
H (4.033, -1.340, 3.864)
H (5.296, 1.025, 4.119)
H (4.240, 2.392, 3.752)
H (5.424, 1.853, 2.565)
H (1.509, -2.453, 0.083)
H (0.539, -4.715, -0.068)
H (0.449, -6.156, 1.953)
H (1.318, -5.298, 4.105)
H (2.241, -3.018, 4.251)
H (3.858, 1.976, -3.612)
H (5.132, 3.804, -2.078)
H (5.333, 3.258, -0.410)
H (4.071, 4.420, -0.808)
H (1.917, -1.817, -1.986)
H (0.773, -3.357, -3.542)
H (-0.004, -2.538, -5.743)
H (0.381, -0.174, -6.381)
H (1.521, 1.357, -4.816)
H (-2.807, 4.257, 2.568)
H (-5.193, 3.702, 2.547)
H (-5.991, 1.645, 1.420)
H (-4.352, 0.158, 0.294)
H (-1.992, 0.747, 0.269)
N (-0.688, -0.685, 1.725)
C (-1.056, -1.442, 2.501)
C (-1.517, -2.408, 3.467)
C (-1.109, -2.293, 4.794)
C (-1.534, -3.239, 5.710)
C (-2.354, -4.284, 5.298)
C (-2.757, -4.389, 3.972)
C (-2.339, -3.449, 3.046)
H (-0.467, -1.473, 5.092)
H (-1.226, -3.164, 6.744)
H (-2.682, -5.023, 6.017)
H (-3.398, -5.203, 3.660)
H (-2.635, -3.518, 2.006)
Br (-1.306, -5.106, -2.708)
C (-2.461, -3.743, -3.325)
C (-3.194, -4.001, -4.476)
C (-4.090, -3.059, -4.956)
C (-4.271, -1.861, -4.282)
C (-3.540, -1.598, -3.132)
C (-2.622, -2.529, -2.665)
I (-1.567, -2.098, -0.921)
H (-3.065, -4.947, -4.983)
H (-4.659, -3.274, -5.853)
H (-4.987, -1.132, -4.639)
H (-3.694, -0.675, -2.593)
C (-1.159, 3.476, -2.645)
C (-1.657, 2.309, -3.498)
C (-1.505, 1.128, -2.554)
O (-0.441, 1.481, -1.644)
C (-0.004, 2.841, -1.899)
H (-1.934, 3.804, -1.949)
H (-0.833, 4.330, -3.237)
H (-1.019, 2.182, -4.376)
H (-2.687, 2.427, -3.833)
H (-1.234, 0.203, -3.063)
H (-2.411, 0.973, -1.968)
H (0.900, 2.815, -2.508)
H (0.221, 3.315, -0.949)

***

F_max readings, ordered: 2.91; 0.97; 0.45; 1.16 eV Å⁻¹
M readings, ordered: 403.15; 320.27; 642.73; 997.39 g mol⁻¹